{
  "formula": "C3H9N3S2",
  "method": "wB97M-V/def2-TZVPD",
  "orbital_gap_ev": 9.2565,
  "charge": 0,
  "lumo_energy_ha": 0.016,
  "total_energy_ha": -1080.201841,
  "e_homo_ev": -8.8,
  "e_above_lowest_kcal_mol": 72.30,
  "symbols": ["C", "C", "C", "N", "N", "N", "S", "S", "H", "H", "H", "H", "H", "H", "H", "H", "H"],
  "positions_angstrom": [[-1.0965, -2.2184, 2.3454], [-0.1045, 2.0172, 0.6919], [0.4280, 0.3071, -2.1916], [-0.0323, 0.5745, 0.8455], [0.6224, -0.7586, -1.3107], [-1.5867, -1.5014, 1.5160], [-0.3924, -3.2841, 3.3018], [1.1670, -0.3000, 0.3368], [0.6401, 2.4375, 0.0605], [-0.1165, 2.6929, 1.5499], [-1.0390, 1.9986, 0.1441], [-0.1813, -0.0051, -3.1491], [1.2955, 0.8570, -2.5836], [-0.1608, 0.9831, -1.5330], [-1.3960, -0.6615, 1.0751], [1.1296, -1.6039, -1.8275], [0.8234, -1.5350, 0.7284]],
  "atomic_forces_ev_per_a": [[-0.196, 0.618, -1.376], [-0.430, -0.414, -0.623], [-1.791, 1.705, -1.581], [0.819, -1.358, 0.943], [1.978, -4.424, -0.652], [-0.363, -4.030, 2.861], [-0.407, 0.445, -0.177], [-0.585, 1.139, -1.443], [0.858, 0.298, -0.820], [-0.300, -0.761, 0.520], [-0.385, 1.472, 0.015], [0.862, 0.505, 2.057], [0.218, -0.160, 0.231], [0.018, 0.219, -1.327], [0.794, 2.683, -1.090], [-0.995, 2.175, 2.001], [-0.093, -0.113, 0.461]]
}